The following is a DFT calculation (ωB97M-V/def2-TZVPD) of 2 unconnected molecules or ions with the total composition C2H6NO2S2.

```
13
Properties=species:S:1:pos:R:3:nbo_charge:R:1
H 0.864 0.663 1.484 0.21
C 1.904 0.518 1.245 -0.10
H 2.606 0.404 2.080 0.14
S -2.394 0.256 0.613 1.53
S -2.537 -1.285 -1.317 -0.65
O -0.989 0.688 0.604 -1.02
C 1.517 -0.189 -0.937 -0.47
O -3.444 1.273 0.460 -0.97
H -3.803 -1.682 -0.823 0.12
H 0.780 0.633 -0.821 0.23
H 2.070 -0.146 -1.923 0.18
H 0.977 -1.171 -0.840 0.22
N 2.448 0.038 0.176 -0.41
```

Net charge: -1
LUMO energy, eV: 3.68
Energy relative to the best compared isomer or geometry (same formula, charge and spin), eV: 2.732
Strongest force on any atom, eV/A: 3.24
Spin multiplicity: 1
HOMO, eV: -3.9